ORCA calculation (wB97M-V/def2-TZVPD) on a molecular structure, C38H39BiNO2P2Si.

E_tot = -77914.0288 eV
Relative energy (zero: lowest compared OMol25 entry of this formula, charge and spin) = 3.1 kcal/mol
LUMO level = -4.24 eV
Total charge = +1
Frontier orbital gap = 5.34 eV

CARTESIAN COORDINATES (ANGSTROEM)
C -1.55 3.40 -3.69
C -1.39 2.06 -3.40
C -0.10 1.47 -3.55
C 1.00 2.26 -4.00
C 0.77 3.63 -4.32
C -0.48 4.19 -4.15
C 2.26 1.66 -4.06
C 2.41 0.27 -3.96
C 1.28 -0.49 -3.52
C 1.40 -1.90 -3.35
C 2.63 -2.51 -3.58
C 3.74 -1.76 -4.01
C 3.63 -0.40 -4.23
H -2.53 3.86 -3.55
H 1.62 4.20 -4.71
H -0.64 5.24 -4.36
H 3.13 2.27 -4.35
H 2.72 -3.58 -3.41
H 4.69 -2.28 -4.18
H 4.47 0.19 -4.60
N 0.15 0.18 -3.09
Bi 0.16 0.24 -0.59
C -2.53 1.24 -2.81
H -2.55 0.23 -3.24
H -3.50 1.74 -3.01
C 0.21 -2.69 -2.83
H -0.72 -2.39 -3.33
H 0.37 -3.77 -3.00
P -2.36 1.08 -0.98
P -0.02 -2.44 -1.01
C 1.32 -3.42 -0.28
H 1.27 -3.35 0.81
H 1.21 -4.48 -0.57
H 2.30 -3.07 -0.61
C -1.56 -3.28 -0.57
H -1.49 -4.35 -0.81
H -1.75 -3.16 0.50
H -2.41 -2.85 -1.13
C -2.59 2.77 -0.37
H -3.51 3.20 -0.79
H -2.67 2.77 0.73
H -1.74 3.40 -0.65
C -3.76 0.12 -0.36
H -3.68 0.04 0.73
H -4.70 0.62 -0.62
H -3.75 -0.89 -0.79
C 2.68 -0.33 0.77
O 3.60 -0.35 1.45
H 1.63 1.30 -1.37
O -0.86 -0.42 1.54
Si -1.11 -0.42 3.12
C -1.46 -2.12 3.84
C -2.49 -2.90 3.29
C -2.75 -4.18 3.79
C -1.97 -4.70 4.83
C -0.95 -3.92 5.39
C -0.71 -2.63 4.91
C 0.42 0.19 4.02
C 0.43 1.37 4.76
C 1.64 1.86 5.28
C 2.82 1.14 5.09
C 2.80 -0.06 4.37
C 1.61 -0.52 3.82
C -2.54 0.67 3.64
C -3.61 0.19 4.41
C -4.66 1.04 4.78
C -4.64 2.38 4.39
C -3.58 2.87 3.62
C -2.53 2.01 3.24
H -3.10 -2.50 2.48
H -3.57 -4.77 3.37
H -2.17 -5.71 5.21
H -0.34 -4.32 6.20
H 0.06 -2.02 5.37
H -0.50 1.91 4.94
H 1.64 2.80 5.83
H 3.76 1.51 5.50
H 3.72 -0.63 4.24
H 1.59 -1.46 3.26
H -3.62 -0.86 4.73
H -5.48 0.65 5.37
H -5.45 3.05 4.68
H -3.55 3.92 3.31
H -1.70 2.40 2.65

=====

ORCA calculation (wB97M-V/def2-TZVPD) on 2 unconnected molecules or ions with the total composition CH2O2S3.

E_tot = -37665.0428 eV
Relative energy (zero: lowest compared OMol25 entry of this formula, charge and spin) = 96.0 kcal/mol
LUMO level (alpha / beta) = -2.12 / -1.96 eV
Frontier orbital gap (alpha / beta) = 7.21 / 7.82 eV

CARTESIAN COORDINATES (ANGSTROEM)
C 0.95 0.51 0.67
O -0.82 1.83 -1.01
O 1.38 2.83 -0.56
S 0.13 1.57 1.84
S -1.16 -1.18 -0.18
S 0.38 1.86 -0.24
H 1.93 0.23 0.88
H -1.15 -0.81 -1.41

=====

ORCA calculation (wB97M-V/def2-TZVPD) on a single C2H2O2S molecule.

E_tot = -17031.9441 eV
Relative energy (zero: lowest compared OMol25 entry of this formula, charge and spin) = 94.1 kcal/mol
LUMO level = -0.13 eV
SMILES string = C1=CSOO1
Frontier orbital gap = 7.92 eV

CARTESIAN COORDINATES (ANGSTROEM)
C 0.58 0.52 0.06
C 0.37 -0.78 -0.09
S -1.38 -1.08 0.08
O -1.72 0.50 -0.19
O -0.46 1.37 0.12
H 1.52 1.04 0.16
H 1.08 -1.58 -0.15

=====

ORCA calculation (wB97M-V/def2-TZVPD) on a molecular structure, C4H14IO6PSSi2.

E_tot = -60644.8388 eV
Relative energy (zero: lowest compared OMol25 entry of this formula, charge and spin) = 0.0 kcal/mol
LUMO level = -0.05 eV
Frontier orbital gap = 8.92 eV

CARTESIAN COORDINATES (ANGSTROEM)
O 5.83 -0.01 2.69
P 5.94 0.77 1.31
O 6.19 -0.34 0.19
S 7.36 2.05 1.31
Si 4.06 1.93 0.93
I 3.48 3.05 3.02
O 2.88 1.00 0.26
Si 1.81 0.07 1.16
H 6.02 -0.96 2.56
H 5.47 -0.99 0.15
H 4.41 2.96 -0.04
H 2.49 -1.14 1.67
H 1.16 0.82 2.24
H 0.76 -0.37 0.23
C -6.08 -1.40 -1.45
C -4.95 -1.92 -0.60
O -3.66 -1.66 -1.20
C -3.20 -0.43 -1.01
O -3.73 0.45 -0.39
O -2.03 -0.34 -1.64
C -1.42 0.96 -1.57
H -6.00 -1.79 -2.47
H -7.04 -1.70 -1.04
H -6.05 -0.31 -1.51
H -5.00 -3.01 -0.52
H -4.98 -1.51 0.40
H -1.34 1.29 -0.54
H -1.98 1.68 -2.16
H -0.42 0.85 -1.99

=====

ORCA calculation (wB97M-V/def2-TZVPD) on a molecular structure, C22H60F3KN9O5P3.

E_tot = -99777.4394 eV
LUMO level = -1.44 eV
Frontier orbital gap = 3.83 eV

CARTESIAN COORDINATES (ANGSTROEM)
K 0.89 1.06 -1.31
C 4.48 4.02 -4.53
O 4.44 2.57 -4.59
O 3.25 4.55 -4.16
C 5.84 4.47 -3.85
F 6.72 3.49 -4.15
F 6.22 5.66 -4.38
F 5.69 4.55 -2.49
C 4.49 1.87 -5.84
C 4.91 0.35 -5.70
H 4.24 -0.06 -4.96
H 4.71 -0.08 -6.69
H 5.90 0.18 -5.28
H 5.17 2.33 -6.55
H 3.46 2.00 -6.18
H 4.51 4.22 -5.60
O 3.59 2.21 4.32
P 4.01 1.95 5.72
N 3.33 0.50 6.35
C 3.69 -0.06 7.65
C 2.09 0.12 5.71
N 3.47 3.11 6.93
C 2.25 3.84 6.79
C 4.20 3.19 8.18
N 5.70 1.73 5.80
C 6.32 0.46 5.18
C 6.53 2.91 5.62
H 4.35 0.59 8.23
H 3.96 -1.11 7.66
H 2.81 0.01 8.30
H 1.75 -0.73 6.30
H 2.32 -0.06 4.66
H 1.38 0.93 5.86
H 2.28 4.92 6.67
H 1.74 3.45 5.91
H 1.44 3.58 7.47
H 3.57 2.80 8.98
H 5.06 2.52 8.16
H 4.31 4.24 8.47
H 6.38 0.49 4.09
H 7.33 0.36 5.56
H 5.75 -0.45 5.39
H 6.14 3.45 4.76
H 7.60 2.69 5.61
H 6.43 3.52 6.52
O -5.20 2.64 -1.79
P -6.27 3.46 -1.22
N -6.16 3.83 0.47
C -5.27 3.07 1.26
C -6.88 4.82 1.18
N -7.90 2.99 -1.51
C -8.26 1.55 -1.54
C -9.06 3.83 -1.28
N -6.20 5.01 -1.97
C -4.97 5.77 -1.60
C -6.59 5.05 -3.43
H -4.30 3.11 0.77
H -5.63 2.06 1.42
H -5.10 3.64 2.18
H -7.67 5.10 0.49
H -6.21 5.57 1.60
H -7.32 4.29 2.02
H -7.88 1.01 -2.40
H -7.91 1.08 -0.62
H -9.34 1.53 -1.42
H -9.83 3.62 -2.02
H -9.33 3.73 -0.23
H -8.83 4.87 -1.51
H -4.93 6.60 -2.30
H -5.01 6.21 -0.61
H -4.09 5.14 -1.73
H -5.74 4.71 -4.02
H -6.75 6.09 -3.70
H -7.42 4.39 -3.70
O 0.52 -4.97 -2.02
P 0.15 -6.33 -2.54
N 1.58 -7.31 -2.87
C 1.49 -8.73 -3.31
C 2.87 -6.70 -2.51
N -0.70 -6.28 -4.08
C -1.13 -7.53 -4.72
C -0.77 -5.09 -4.89
N -0.72 -7.31 -1.53
C -0.08 -8.10 -0.41
C -2.23 -7.28 -1.62
H 1.23 -8.90 -4.36
H 0.71 -9.25 -2.75
H 2.49 -9.15 -3.23
H 3.57 -7.47 -2.17
H 2.82 -5.93 -1.75
H 3.30 -6.21 -3.39
H -1.15 -8.34 -3.98
H -2.17 -7.41 -5.01
H -0.52 -7.72 -5.61
H 0.00 -4.35 -4.65
H -0.68 -5.33 -5.94
H -1.69 -4.54 -4.66
H 0.99 -7.96 -0.26
H -0.72 -8.04 0.47
H -0.11 -9.18 -0.59
H -2.63 -6.40 -2.12
H -2.56 -7.21 -0.59
H -2.52 -8.09 -2.29

=====

ORCA calculation (wB97M-V/def2-TZVPD) on 3 unconnected molecules or ions with the total composition C2H10O2S.

E_tot = -17165.9643 eV
Relative energy (zero: lowest compared OMol25 entry of this formula, charge and spin) = 12.2 kcal/mol
LUMO level = 0.62 eV
SMILES string = CSC.O.O
Frontier orbital gap = 9.11 eV

CARTESIAN COORDINATES (ANGSTROEM)
C -3.07 2.61 -2.08
S -4.35 1.72 -1.16
C -3.76 0.03 -1.06
H -3.50 2.97 -2.99
H -2.22 1.98 -2.39
H -2.69 3.40 -1.45
H -2.87 -0.08 -0.44
H -4.60 -0.54 -0.68
H -3.57 -0.39 -2.06
O 6.53 -1.27 2.22
H 6.62 -0.70 3.00
H 6.19 -0.65 1.57
O 3.67 -3.29 2.72
H 4.18 -2.54 3.03
H 3.44 -3.24 1.78

=====

ORCA calculation (wB97M-V/def2-TZVPD) on a molecular structure, Cl2N3O9Pt.

Spin multiplicity = 3
E_tot = -51176.9558 eV
Relative energy (zero: lowest compared OMol25 entry of this formula, charge and spin) = 1.9 kcal/mol
LUMO level (alpha / beta) = 7.81 / 7.80 eV
Total charge = -3
Frontier orbital gap (alpha / beta) = 7.10 / 7.34 eV

CARTESIAN COORDINATES (ANGSTROEM)
Pt -0.95 -0.68 0.01
N 2.01 -2.07 -1.10
O 0.75 -2.05 -1.01
O 2.72 -2.03 -0.08
O 2.53 -2.08 -2.23
N 1.61 1.66 -0.88
O 2.35 2.41 -0.26
O 0.61 1.08 -0.41
O 1.81 1.46 -2.11
N -2.66 1.20 2.10
O -2.50 2.30 2.67
O -3.48 0.37 2.52
O -1.99 0.96 1.06
Cl -2.09 -0.22 -2.26
Cl -0.75 -2.30 1.98

=====

ORCA calculation (wB97M-V/def2-TZVPD) on a single C14H14BrNO4 molecule.

E_tot = -94467.2987 eV
Relative energy (zero: lowest compared OMol25 entry of this formula, charge and spin) = 0.0 kcal/mol
LUMO level = 0.52 eV
SMILES string = Cc1cc(C(=O)COC(=O)c2ccc(Br)o2)c(C)n1C
Frontier orbital gap = 8.67 eV

CARTESIAN COORDINATES (ANGSTROEM)
C -0.47 -2.79 1.40
C -1.02 -1.52 0.84
C -0.61 -0.24 1.05
C -1.45 0.62 0.29
C -1.40 2.05 0.19
O -2.26 2.75 -0.30
C -0.14 2.72 0.77
O 1.03 2.22 0.12
C 2.01 1.74 0.88
O 2.01 1.70 2.08
C 3.11 1.26 0.03
C 3.24 1.24 -1.34
C 4.50 0.67 -1.61
C 5.03 0.38 -0.38
Br 6.65 -0.39 0.09
O 4.21 0.73 0.61
C -2.36 -0.21 -0.37
C -3.45 0.14 -1.31
N -2.08 -1.49 -0.04
C -2.80 -2.63 -0.54
H 0.37 -2.56 2.04
H -0.14 -3.46 0.61
H -1.22 -3.31 2.00
H 0.18 0.05 1.71
H -0.07 2.53 1.85
H -0.20 3.80 0.59
H 2.53 1.60 -2.05
H 4.96 0.48 -2.56
H -4.42 -0.12 -0.89
H -3.44 1.22 -1.48
H -3.34 -0.38 -2.26
H -3.87 -2.47 -0.44
H -2.57 -2.80 -1.59
H -2.53 -3.52 0.03